# 1
DFT (ωB97M-V/def2-TZVPD) results for a molecular structure, C25H26EuIN7O5 in a non-equilibrium geometry.

XYZ file:
```
65
Properties=species:S:1:pos:R:3:mulliken_charge:R:1
Eu -0.20 -0.06 -0.05 1.24
C -4.35 -0.68 1.30 -1.16
C -3.43 -1.70 0.72 0.25
N -2.28 -1.46 0.14 0.04
C -1.76 -2.69 -0.23 0.39
C -2.63 -3.68 0.14 -0.12
N -3.68 -3.02 0.73 -0.05
C -2.67 -5.17 0.06 0.55
O -1.62 -5.75 -0.45 -0.53
O -3.65 -5.74 0.47 -0.61
C -0.49 -2.77 -1.02 0.68
O 0.02 -3.87 -1.21 -0.79
O -0.05 -1.65 -1.45 -0.52
H -3.81 -0.07 2.03 0.19
H -5.20 -1.14 1.78 0.39
H -4.71 -0.01 0.51 0.22
H -4.48 -3.52 1.09 0.26
H -0.93 -5.10 -0.77 0.45
N 1.70 3.12 -1.31 -0.23
C 0.90 2.44 -2.16 0.71
N 1.03 2.69 -3.47 -0.41
O 0.03 1.62 -1.75 -0.58
H 2.48 3.64 -1.65 0.25
H 1.76 2.79 -0.36 -0.02
H 1.75 3.30 -3.82 0.18
H 0.48 2.18 -4.13 0.25
C -0.82 0.57 5.76 -0.91
N 0.05 -0.08 4.77 0.06
C 1.28 -0.71 5.25 -0.91
C -0.30 -0.14 3.53 0.40
N -0.60 -0.20 2.41 -0.36
H -1.21 -0.17 6.46 0.33
H -1.64 1.06 5.27 0.32
H -0.24 1.31 6.31 0.32
H 1.04 -1.54 5.91 0.34
H 1.87 0.03 5.79 0.33
H 1.86 -1.07 4.41 0.29
C 4.18 3.12 2.61 -0.62
C 2.78 3.00 2.64 -0.90
C 2.17 2.02 1.91 -0.10
C 2.90 1.11 1.10 0.53
C 2.22 0.10 0.34 0.31
C 3.04 -0.76 -0.38 -0.34
C 4.45 -0.65 -0.39 -1.00
C 5.08 0.34 0.31 -0.80
C 4.32 1.24 1.09 0.58
C 4.93 2.26 1.85 -0.73
H 4.67 3.89 3.20 0.40
H 2.20 3.69 3.25 0.45
H 1.09 1.91 1.95 0.11
H 2.61 -1.57 -0.96 0.49
H 5.03 -1.36 -0.97 0.42
H 6.16 0.43 0.30 0.40
H 6.01 2.35 1.83 0.40
I -3.87 4.97 2.32 0.12
C -3.44 3.58 0.81 -0.53
C -4.09 3.63 -0.42 -0.21
C -3.77 2.66 -1.36 -1.02
C -2.84 1.69 -1.04 -0.11
N -2.20 1.66 0.14 0.40
C -2.50 2.59 1.04 -0.20
H -4.81 4.40 -0.64 0.42
H -4.26 2.66 -2.32 0.47
H -2.59 0.91 -1.75 0.43
H -1.98 2.54 1.99 0.35
```

Multiplicity = 7
E_HOMO (spin up / spin down) = -0.375 / -0.376 Ha
Orbital gap (spin up / spin down) = 0.2533 / 0.2810 hartree
Total charge = +1
LUMO (spin up / spin down) = -3.313 / -2.580 eV

=====

# 2
DFT (ωB97M-V/def2-TZVPD) results for 16 unconnected molecules or ions with the total composition C18H65F3N28O17 in a non-equilibrium geometry.

XYZ file:
```
131
Properties=species:S:1:pos:R:3:mulliken_charge:R:1
O -1.46 -1.76 -3.15 -0.17
H -0.75 -2.13 -3.69 0.48
H -1.33 -1.89 -2.21 -0.20
H -2.22 -2.33 -3.27 0.52
C -0.20 -0.95 -0.08 -0.73
O -0.94 0.27 -0.50 1.17
O -1.10 -2.02 -0.41 0.13
C 1.29 -0.99 -0.56 0.36
F 1.82 -2.02 0.14 0.14
F 1.51 -1.32 -1.81 -0.45
F 1.94 0.08 -0.26 0.05
C -1.89 0.81 0.51 0.35
C -3.00 1.64 -0.21 -1.14
H -3.91 1.94 0.31 0.30
H -2.50 2.55 -0.56 0.29
H -3.31 1.11 -1.10 -0.16
H -1.41 1.59 1.09 -0.02
H -2.32 -0.01 1.10 0.27
H -0.14 -0.82 1.00 -0.08
C 4.11 -4.37 0.31 0.66
O 3.26 -4.81 1.07 -0.83
N 3.91 -4.32 -0.90 -0.28
N 5.20 -3.75 0.58 -0.45
H 4.69 -4.12 -1.51 0.23
H 2.95 -4.33 -1.21 0.20
H 5.44 -3.46 1.52 0.29
H 5.54 -3.31 -0.26 0.03
C 3.94 2.63 1.05 0.71
O 4.04 1.42 1.09 -0.67
N 2.82 3.22 1.22 -0.15
N 4.78 3.49 0.61 -0.52
H 1.94 2.86 1.56 -0.19
H 2.75 4.22 1.38 0.19
H 4.38 4.39 0.39 0.14
H 5.60 3.20 0.10 0.27
C -1.16 -2.64 3.95 0.74
O -1.85 -1.61 3.79 -0.76
N -0.62 -2.95 5.05 -0.35
N -0.95 -3.51 2.95 -0.28
H 0.05 -3.70 5.01 0.17
H -0.81 -2.30 5.80 0.28
H -1.38 -3.25 2.07 -0.06
H -0.29 -4.27 3.03 0.17
C -0.40 4.11 -1.43 0.38
O -1.11 4.91 -0.79 -0.78
N -0.25 4.26 -2.69 -0.22
N 0.16 2.99 -0.95 0.50
H -0.70 4.98 -3.25 0.23
H 0.34 3.62 -3.21 0.17
H 0.74 2.41 -1.55 0.05
H 0.14 2.76 0.03 -0.45
C 5.41 -0.74 -1.13 0.58
O 5.90 -1.64 -1.79 -0.83
N 5.71 -0.57 0.08 -0.09
N 4.47 0.08 -1.54 -0.01
H 5.46 0.27 0.58 0.22
H 6.46 -1.14 0.44 0.27
H 4.32 0.09 -2.54 -0.13
H 4.04 0.71 -0.88 0.02
C -5.07 -0.48 -2.24 0.39
O -4.03 -1.16 -2.29 -0.53
N -5.25 0.48 -3.02 -0.34
N -6.03 -0.84 -1.46 -0.28
H -5.91 1.16 -2.67 0.16
H -4.49 0.77 -3.62 0.21
H -7.01 -0.69 -1.68 0.21
H -5.76 -1.60 -0.86 0.26
C -0.44 5.01 2.65 0.43
O -0.20 3.95 2.21 -0.33
N -0.36 5.34 3.90 -0.40
N -0.62 6.10 1.88 -0.41
H -0.35 4.59 4.57 0.19
H -0.45 6.32 4.14 0.14
H -0.71 7.02 2.28 0.15
H -0.89 5.79 0.96 0.30
C 3.55 -0.83 -5.96 0.68
O 2.56 -1.37 -6.31 -0.66
N 4.69 -0.95 -6.66 -0.46
N 3.81 -0.25 -4.77 -0.15
H 4.57 -1.55 -7.46 0.22
H 5.54 -0.45 -6.44 0.17
H 3.26 -0.52 -3.96 0.02
H 4.73 0.17 -4.77 0.12
C -4.58 -3.09 0.46 0.01
O -5.66 -3.50 0.86 -0.75
N -3.92 -2.02 0.79 0.37
N -4.16 -3.63 -0.67 -0.09
H -4.39 -1.29 1.30 0.25
H -3.05 -1.84 0.30 -0.54
H -3.22 -3.37 -0.93 0.04
H -4.47 -4.59 -0.69 0.23
C 0.32 1.05 -3.93 0.55
O 1.34 1.58 -3.37 -0.87
N 0.24 0.34 -5.04 -0.25
N -0.85 1.37 -3.50 0.09
H 0.99 0.02 -5.64 0.14
H -0.68 0.21 -5.43 0.16
H -1.05 2.07 -2.79 -0.15
H -1.72 1.16 -3.95 0.12
C -1.11 1.54 5.56 0.67
O -0.71 2.51 6.24 -0.79
N -2.06 0.76 5.96 -0.32
N -0.78 1.32 4.32 0.11
H -2.42 0.04 5.35 0.20
H -2.38 0.89 6.91 0.20
H -1.20 0.59 3.78 0.13
H -0.06 1.89 3.91 -0.12
C -7.08 3.71 0.95 0.60
O -7.72 4.41 1.68 -0.66
N -7.71 3.28 -0.06 -0.37
N -5.83 3.38 0.93 -0.22
H -7.11 3.33 -0.88 0.16
H -8.71 3.44 -0.08 0.23
H -5.45 3.13 0.03 0.13
H -5.24 3.60 1.72 0.13
C 3.77 -0.76 3.64 0.35
O 3.83 -1.67 4.40 -0.73
N 3.11 -0.84 2.53 0.29
N 4.45 0.35 3.65 -0.31
H 2.63 -1.69 2.26 -0.09
H 3.23 -0.18 1.78 0.03
H 4.17 1.06 2.98 0.21
H 5.01 0.62 4.45 0.19
C 0.27 -5.67 -0.52 0.64
O -0.70 -5.72 -1.20 -0.72
N 1.14 -6.61 -0.36 -0.36
N 0.69 -4.59 0.01 0.03
H 0.98 -7.48 -0.85 0.22
H 1.97 -6.40 0.18 0.25
H 1.57 -4.46 0.48 0.25
H 0.05 -3.86 -0.28 -0.30
```

Multiplicity = 1
E_HOMO = -0.326 Ha
Orbital gap = 0.3033 hartree
Energy relative to the best compared isomer or geometry (same formula, charge and spin) = 7.123 eV
LUMO = -0.614 eV

=====

# 3
DFT (ωB97M-V/def2-TZVPD) results for a molecular structure, C39H30N4O4PSV in a non-equilibrium geometry.

XYZ file:
```
80
Properties=species:S:1:pos:R:3:mulliken_charge:R:1
V 0.81 -0.99 0.57 0.53
C -3.62 1.03 2.01 -0.99
C -3.19 0.96 3.33 -0.84
C -1.84 0.91 3.60 -1.02
C -0.93 0.93 2.54 0.14
N -1.35 0.99 1.26 0.99
C -2.66 1.02 1.02 -0.07
C 0.52 0.92 2.76 0.68
C 1.07 1.44 3.93 -0.60
C 2.44 1.58 4.08 -1.03
C 3.25 1.29 2.96 -0.79
C 2.67 0.77 1.84 -0.44
N 1.34 0.46 1.74 1.28
H -4.67 1.05 1.75 0.51
H -3.91 0.91 4.15 0.39
H -1.48 0.80 4.61 0.48
H -2.95 1.05 -0.02 0.02
H 0.41 1.77 4.72 0.38
H 2.87 1.98 4.99 0.37
H 4.32 1.47 2.97 0.48
H 3.27 0.57 0.97 0.44
S 4.63 -3.15 1.29 -0.34
C 3.61 -3.55 2.62 -0.55
C 2.38 -2.98 2.52 -0.64
C 2.21 -2.19 1.34 0.36
C 3.36 -2.20 0.59 0.04
C 3.39 -1.45 -0.64 1.04
C 4.46 -1.41 -1.54 -1.05
C 4.35 -0.64 -2.68 -0.61
C 3.17 0.05 -2.92 -0.95
C 2.15 -0.05 -2.00 -0.04
N 2.24 -0.75 -0.86 0.61
H 4.00 -4.18 3.41 0.47
H 1.60 -3.13 3.25 0.46
H 5.35 -1.98 -1.32 0.44
H 5.17 -0.59 -3.39 0.41
H 3.04 0.64 -3.81 0.43
H 1.20 0.45 -2.16 0.37
O -2.39 -2.88 2.06 -0.74
C -1.46 -2.41 1.44 0.50
O -0.51 -1.66 1.88 -0.61
C -1.29 -2.62 -0.12 0.56
O -2.19 -3.02 -0.83 -0.69
O -0.12 -2.21 -0.51 -0.64
N -1.33 0.17 -1.81 0.13
C -1.96 1.28 -2.33 -0.79
C -3.11 1.06 -3.12 -0.37
C -3.74 2.10 -3.77 -0.66
C -3.25 3.40 -3.67 -0.85
C -2.13 3.63 -2.89 0.01
C -1.48 2.60 -2.20 0.59
P 0.07 2.97 -1.28 0.78
C 0.87 4.01 -2.60 -0.06
C 1.07 5.39 -2.57 -0.09
C 1.65 6.05 -3.64 -0.72
C 2.05 5.34 -4.77 -0.51
C 1.86 3.97 -4.82 -0.80
C 1.28 3.31 -3.74 -0.29
C -0.44 4.28 -0.09 0.51
C -1.76 4.59 0.22 -0.48
C -2.06 5.47 1.25 -0.69
C -1.04 6.05 1.99 -0.49
C 0.29 5.76 1.68 -0.76
C 0.58 4.88 0.65 -0.59
H -1.82 -0.72 -1.87 0.19
H -0.81 0.22 -0.95 -0.45
H -3.49 0.05 -3.21 0.45
H -4.62 1.90 -4.37 0.39
H -3.72 4.21 -4.21 0.41
H -1.73 4.63 -2.83 0.46
H 0.76 5.96 -1.70 0.34
H 1.78 7.12 -3.61 0.41
H 2.50 5.86 -5.61 0.36
H 2.16 3.40 -5.69 0.43
H 1.12 2.24 -3.79 0.42
H -2.57 4.13 -0.34 0.33
H -3.09 5.70 1.49 0.40
H -1.27 6.70 2.82 0.38
H 1.09 6.21 2.25 0.40
H 1.61 4.64 0.42 0.50
```

Multiplicity = 4
E_HOMO (spin up / spin down) = -0.095 / -0.205 Ha
Orbital gap (spin up / spin down) = 0.1834 / 0.2936 hartree
Total charge = -1
Energy relative to the best compared isomer or geometry (same formula, charge and spin) = 1.191 eV
LUMO (spin up / spin down) = 2.409 / 2.403 eV

=====

# 4
DFT (ωB97M-V/def2-TZVPD) results for a molecular structure, C22H45Br3F12N2NiO27S10 in a non-equilibrium geometry.

XYZ file:
```
122
Properties=species:S:1:pos:R:3:mulliken_charge:R:1
Ni 0.91 -1.32 -1.69 1.60
C 3.45 2.05 -0.93 0.71
F 4.61 2.72 -0.63 -0.23
F 2.44 2.40 -0.20 -0.05
F 3.14 2.38 -2.20 -0.28
S 3.71 0.09 -0.86 0.10
O 5.15 -0.11 -0.89 -0.55
O 3.19 -0.41 0.41 -0.35
N 2.69 -0.52 -2.17 0.40
S 3.67 -0.50 -3.39 0.68
O 4.56 0.65 -3.59 -0.59
O 4.27 -1.83 -3.65 -0.61
C 2.44 -0.30 -4.80 0.65
F 2.98 -0.75 -5.90 -0.22
F 1.31 -1.03 -4.61 -0.21
F 2.11 0.98 -4.93 -0.24
C -1.98 -0.08 1.28 0.20
F -2.71 -1.12 1.80 -0.03
F -2.44 0.15 0.05 -0.08
F -2.11 1.04 1.98 -0.06
S -0.10 -0.47 1.29 -0.74
O 0.56 0.75 0.80 -0.09
O 0.30 -0.79 2.67 -0.19
N 0.16 -1.79 0.10 0.48
S -0.25 -3.19 0.82 0.07
O -0.90 -3.18 2.11 -0.45
O -0.88 -4.06 -0.14 -0.54
C 1.53 -3.94 1.17 0.59
F 2.35 -3.05 1.79 -0.19
F 1.29 -4.95 1.94 -0.20
F 2.11 -4.27 0.01 -0.14
O -1.20 -3.04 -4.98 -0.69
S -1.71 -2.84 -3.59 0.79
O -0.90 -2.13 -2.63 -0.25
O -3.15 -2.06 -3.67 -0.35
C -3.96 -1.97 -2.48 0.34
C -4.97 -0.94 -2.74 -1.45
C -2.13 -4.48 -2.71 -0.99
H -3.47 -1.74 -1.53 0.00
H -4.41 -2.94 -2.29 0.40
H -5.70 -1.09 -3.54 0.40
H -4.52 0.00 -3.05 0.21
H -5.68 -0.82 -1.92 0.38
H -2.73 -4.90 -3.52 0.54
H -2.70 -4.19 -1.83 0.29
H -1.28 -5.13 -2.49 0.26
O 6.08 0.61 2.32 -0.56
S 5.47 0.40 3.69 1.19
O 6.34 -0.05 4.79 -0.66
O 4.86 1.83 4.22 -0.38
C 4.15 2.54 3.23 0.23
C 2.98 3.12 3.94 -0.94
C 3.97 -0.58 3.66 -0.36
H 3.79 1.95 2.38 -0.18
H 4.78 3.30 2.76 0.40
H 2.31 2.32 4.25 -0.04
H 2.48 3.71 3.17 0.35
H 3.15 3.78 4.79 0.42
H 4.08 -1.53 3.14 0.40
H 3.21 0.05 3.19 -0.23
H 3.58 -0.62 4.67 0.38
O 1.58 -3.21 -2.42 -0.14
S 1.88 -4.34 -3.33 0.52
O 1.00 -5.46 -3.46 -0.67
O 2.31 -3.71 -4.88 -0.02
C 2.03 -4.42 -6.03 -0.16
C 2.80 -5.73 -6.05 -1.29
C 3.55 -4.92 -2.96 -1.09
H 2.47 -3.77 -6.79 0.37
H 0.95 -4.58 -6.10 0.25
H 3.88 -5.69 -5.93 0.27
H 2.53 -6.10 -7.04 0.43
H 2.45 -6.40 -5.27 0.36
H 3.58 -5.83 -3.56 0.47
H 3.52 -5.24 -1.91 0.37
H 4.34 -4.23 -3.23 0.26
O -2.13 1.73 -2.35 -0.71
S -0.75 1.61 -2.65 0.63
O 0.03 0.45 -2.22 0.84
O -0.66 1.63 -4.27 -0.23
C -1.34 2.66 -4.91 -0.36
C -0.35 3.20 -5.91 -1.21
C 0.15 3.29 -2.24 -1.00
H -1.78 3.47 -4.33 0.42
H -2.15 2.05 -5.30 0.32
H -0.74 3.77 -6.75 0.41
H 0.23 2.42 -6.41 0.26
H 0.47 3.82 -5.56 0.30
H -0.20 4.20 -2.72 0.46
H 1.20 3.22 -2.55 0.28
H 0.09 3.46 -1.17 0.35
O -5.72 5.90 2.51 -0.62
S -4.86 4.91 3.24 1.09
O -5.21 3.50 3.34 -0.49
O -3.29 5.05 2.71 -0.47
C -2.32 4.11 3.15 0.54
C -1.37 4.86 4.04 -0.94
C -4.63 5.56 4.94 -0.61
H -1.91 3.77 2.20 0.22
H -2.62 3.19 3.66 -0.08
H -1.87 5.32 4.90 0.25
H -0.89 5.63 3.44 0.39
H -0.59 4.17 4.36 0.04
H -4.11 6.52 4.91 0.34
H -4.01 4.75 5.34 0.00
H -5.58 5.74 5.44 0.38
C -5.72 -1.77 2.77 0.30
Br -5.93 0.18 2.28 -0.02
Br -6.62 -2.84 1.44 -0.09
Br -6.34 -2.16 4.61 -0.06
H -4.65 -1.96 2.65 -0.20
C -0.13 0.89 5.56 0.20
C -0.57 0.84 7.10 -0.49
O -1.82 0.18 7.03 -0.40
S -2.70 0.90 5.79 0.91
O -3.06 2.27 6.23 -0.54
O -3.72 0.04 5.21 -0.35
O -1.35 0.98 4.85 -0.08
H 0.41 -0.04 5.37 0.22
H 0.42 1.79 5.28 -0.15
H -0.71 1.89 7.37 0.34
H 0.22 0.33 7.65 0.37
```

Multiplicity = 3
E_HOMO (spin up / spin down) = -0.370 / -0.370 Ha
Orbital gap (spin up / spin down) = 0.3668 / 0.3011 hartree
Energy relative to the best compared isomer or geometry (same formula, charge and spin) = 1.022 eV
LUMO (spin up / spin down) = -0.091 / -1.880 eV

=====

# 5
DFT (ωB97M-V/def2-TZVPD) results for a molecular structure, C3H8N2OS in a non-equilibrium geometry.

XYZ file:
```
15
Properties=species:S:1:pos:R:3:mulliken_charge:R:1
C 0.45 1.09 -1.44 -0.38
C -0.98 1.51 0.30 -0.28
C 0.04 -2.31 0.47 -0.82
N 0.84 -0.24 -1.12 -0.39
N -0.93 0.18 0.81 -0.37
O -0.78 1.61 -1.07 -0.34
S 0.40 -0.55 0.36 0.34
H 1.29 1.77 -0.97 0.29
H 0.28 1.18 -2.43 0.34
H -1.99 1.89 0.39 0.27
H -0.31 2.15 1.04 0.26
H -0.85 -2.59 -0.04 0.35
H 0.94 -2.90 0.27 0.32
H -0.24 -2.25 1.51 0.34
H 1.84 -0.55 1.90 0.08
```

Multiplicity = 1
E_HOMO (spin up / spin down) = -0.331 / -0.322 Ha
Orbital gap (spin up / spin down) = 0.2879 / 0.2879 hartree
Energy relative to the best compared isomer or geometry (same formula, charge and spin) = 7.726 eV
LUMO (spin up / spin down) = -1.184 / -0.926 eV